# 1
Below is C7H19AlBNO5P as an isolated structure in a non-equilibrium geometry, with properties calculated with ωB97M-V/def2-TZVPD.

```
35
Properties=species:S:1:pos:R:3:nbo_charge:R:1
C 2.676 3.165 0.855 -0.59
C 3.077 1.658 0.651 -0.80
B 2.408 0.969 -0.632 1.13
O 3.087 1.175 -1.882 -0.96
C 1.096 0.055 -0.644 -0.35
O -0.173 0.699 -0.617 -0.93
Al -1.218 -0.846 -0.764 1.68
C -3.216 -0.690 -0.460 -1.03
C -3.707 0.698 0.032 0.10
C -4.859 0.548 1.090 -0.63
O -4.288 1.442 -1.053 -0.74
O -0.288 -1.587 0.655 -0.92
C 1.021 -1.128 0.444 -0.21
P 2.184 -2.393 -0.305 1.11
N 2.926 -3.307 0.982 -1.16
O 1.179 -3.545 -1.047 -0.99
H 3.556 3.793 0.657 0.20
H 1.869 3.454 0.175 0.21
H 2.399 3.322 1.904 0.20
H 4.171 1.638 0.476 0.21
H 2.909 1.058 1.558 0.21
H 3.696 0.441 -1.938 0.49
H 1.121 -0.382 -1.677 0.17
H -0.814 -1.354 -2.235 -0.48
H -3.754 -1.042 -1.362 0.20
H -3.475 -1.420 0.333 0.22
H -2.908 1.316 0.461 0.17
H -5.683 1.234 0.843 0.21
H -4.524 0.829 2.102 0.19
H -5.217 -0.489 1.122 0.20
H -4.300 0.882 -1.820 0.46
H 1.516 -0.679 1.334 0.16
H 2.913 -2.829 1.870 0.38
H 3.857 -3.558 0.697 0.37
H 0.764 -3.129 -1.806 0.50
```

Results
- multiplicity = 1
- HOMO energy (eV) = -4.60
- charge = -1
- Kohn-Sham gap (eV) = 7.6

---

# 2
Below is a 5-piece molecular cluster, C35H42N6O9P overall in a non-equilibrium geometry, with properties calculated with ωB97M-V/def2-TZVPD.

```
93
Properties=species:S:1:pos:R:3:mulliken_charge:R:1
C -0.109 3.994 -0.555 -0.51
C -0.634 2.708 -0.866 -0.33
C -0.833 1.131 -1.278 -0.18
P 0.531 0.477 -2.488 0.54
C -0.263 -0.741 -3.725 -0.59
C -0.343 -2.212 -2.933 -0.10
N -1.152 -3.249 -3.695 -0.71
C 1.366 2.006 -3.274 -0.42
C 2.519 1.687 -4.384 -0.80
N 3.838 1.198 -3.873 0.34
C 4.319 1.854 -2.615 -0.85
C 3.941 1.102 -1.212 -0.23
C 4.018 -0.293 -3.913 0.10
C 5.378 -0.847 -4.713 -0.98
O 3.238 -1.226 -3.365 -0.36
H 0.377 5.050 -0.290 0.35
H -0.741 0.481 -0.308 0.32
H -1.906 0.950 -1.718 0.50
H 1.452 -0.314 -1.665 0.01
H 0.407 -0.847 -4.686 0.33
H -1.356 -0.341 -3.976 0.38
H -0.850 -1.955 -1.885 0.20
H 0.761 -2.529 -2.710 0.19
H -0.556 -4.129 -3.636 0.25
H -1.960 -3.473 -3.041 0.34
H 0.498 2.587 -3.854 0.48
H 1.691 2.739 -2.407 0.14
H 2.703 2.698 -4.991 0.30
H 2.131 0.906 -5.199 0.35
H 3.981 2.994 -2.509 0.34
H 5.510 1.894 -2.671 0.31
H 4.240 -0.027 -1.147 0.26
H 2.818 1.197 -0.880 -0.16
H 4.570 1.652 -0.359 0.43
H 5.117 -0.906 -5.875 0.28
H 5.723 -1.881 -4.273 0.31
H 6.219 -0.012 -4.591 0.29
C 3.511 -0.237 3.287 -0.60
C 2.906 0.039 2.060 -0.39
C 1.985 -0.859 1.517 0.48
C 1.672 -2.032 2.216 -0.22
C 2.284 -2.315 3.445 -0.45
C 3.206 -1.412 3.977 -0.57
N 0.685 -2.967 1.663 0.98
O 0.180 -2.691 0.564 -0.53
O 0.411 -3.977 2.327 -0.61
H 4.225 0.468 3.710 0.40
H 3.151 0.956 1.528 0.37
H 1.522 -0.629 0.559 0.15
H 2.054 -3.225 3.996 0.48
H 3.684 -1.621 4.931 0.40
C -5.595 1.660 1.750 -0.47
C -5.544 0.597 2.652 -0.45
C -4.325 0.215 3.215 -0.39
C -3.158 0.911 2.869 -0.30
C -3.206 1.974 1.957 0.05
C -4.431 2.345 1.399 -0.77
N -1.878 0.531 3.477 1.10
O -1.874 -0.427 4.264 -0.62
O -0.875 1.192 3.171 -0.61
H -6.549 1.958 1.317 0.40
H -6.456 0.067 2.919 0.40
H -4.301 -0.616 3.917 0.48
H -2.308 2.520 1.676 0.62
H -4.479 3.171 0.692 0.51
C 0.418 -7.995 0.477 -0.55
C 0.339 -8.867 -0.610 -0.41
C 0.541 -8.390 -1.906 -0.48
C 0.827 -7.032 -2.103 -0.09
C 0.899 -6.153 -1.015 -0.05
C 0.693 -6.641 0.277 -0.26
N 1.066 -6.529 -3.462 1.04
O 0.974 -7.334 -4.400 -0.57
O 1.349 -5.329 -3.592 -0.65
H 0.265 -8.373 1.486 0.39
H 0.123 -9.921 -0.446 0.38
H 0.476 -9.082 -2.743 0.44
H 1.116 -5.096 -1.154 0.48
H 0.749 -5.967 1.129 0.32
C -2.521 7.856 4.486 -0.36
C -3.126 8.131 3.259 -0.49
C -4.047 7.234 2.716 -0.38
C -4.360 6.060 3.415 0.14
C -3.749 5.777 4.644 -0.21
C -2.827 6.681 5.176 -0.54
N -5.347 5.125 2.862 1.01
O -5.852 5.402 1.763 -0.60
O -5.622 4.115 3.526 -0.55
H -1.808 8.561 4.909 0.37
H -2.882 9.048 2.727 0.38
H -4.510 7.463 1.759 0.44
H -3.978 4.868 5.195 0.44
H -2.349 6.472 6.130 0.38
```

Results
- multiplicity = 1
- HOMO energy (eV) = -11.62
- charge = +1
- Kohn-Sham gap (eV) = 8.7

---

# 3
Below is C32H53N8O4SbSi3Y as an isolated structure in a non-equilibrium geometry, with properties calculated with ωB97M-V/def2-TZVPD.

```
102
Properties=species:S:1:pos:R:3:mulliken_charge:R:1
Y 0.082 0.006 -0.035 0.77
C -3.776 3.433 1.623 -1.56
Sb -3.044 1.449 1.195 0.30
C -0.932 1.617 1.609 1.00
C -0.277 2.873 1.143 -0.97
C 1.110 3.058 1.086 0.46
C 1.674 4.225 0.607 -0.99
C 0.848 5.241 0.159 -0.82
C -0.515 4.989 0.221 -0.56
N -1.060 3.879 0.687 0.19
Si -0.712 1.398 3.524 0.37
C -1.666 2.817 4.349 -1.33
C -1.445 -0.075 4.428 -1.06
C 1.045 1.471 4.163 -0.77
C -3.277 1.289 -1.060 2.00
C -2.149 2.000 -1.784 -1.78
C -2.414 2.980 -2.709 -0.27
C -1.419 3.682 -3.410 -1.92
C -0.094 3.309 -3.113 -1.27
C 0.144 2.309 -2.227 -0.35
N -0.827 1.595 -1.521 2.32
Si -5.038 1.939 -1.414 0.60
C -5.673 1.454 -3.127 -1.25
C -5.345 3.800 -1.299 -1.39
C -6.277 1.256 -0.164 -1.12
Si -3.296 -0.589 -1.570 0.43
C -1.906 -1.606 -0.722 1.84
C -3.042 -0.788 -3.409 -0.98
C -4.788 -1.631 -1.087 -1.47
H -3.333 3.715 2.570 0.46
H -4.863 3.404 1.727 0.36
H -3.475 4.138 0.859 0.33
H 1.772 2.281 1.398 0.14
H 2.754 4.308 0.568 0.47
H 1.228 6.171 -0.239 0.43
H -1.221 5.737 -0.134 0.39
H -2.730 2.738 4.128 0.27
H -1.324 3.801 4.017 0.33
H -1.552 2.767 5.436 0.44
H -2.522 -0.170 4.282 0.24
H -1.259 0.114 5.490 0.59
H -0.973 -1.017 4.174 0.20
H 1.565 2.398 3.913 0.40
H 1.592 0.624 3.763 -0.28
H 1.007 1.384 5.252 0.60
H -3.443 3.226 -2.921 0.26
H -1.662 4.459 -4.120 0.34
H 0.749 3.801 -3.584 0.44
H 1.170 2.034 -2.014 0.38
H -5.029 1.825 -3.925 0.33
H -6.669 1.886 -3.259 0.45
H -5.768 0.374 -3.249 0.29
H -4.767 4.411 -1.988 0.40
H -5.171 4.181 -0.296 0.41
H -6.405 3.950 -1.528 0.45
H -6.350 0.172 -0.144 0.36
H -7.262 1.656 -0.424 0.39
H -6.046 1.585 0.850 0.21
H -0.531 -0.872 -1.012 0.55
H -2.106 -2.646 -0.970 0.73
H -1.881 -1.452 0.358 -2.08
H -2.112 -0.312 -3.718 0.09
H -3.858 -0.355 -3.985 0.40
H -2.979 -1.853 -3.648 0.44
H -4.997 -1.612 -0.016 0.36
H -4.555 -2.661 -1.367 0.40
H -5.695 -1.337 -1.615 0.38
N -3.240 -3.809 3.585 -0.60
C -1.983 -3.421 3.066 0.44
C -1.913 -2.329 2.233 -1.39
N -0.714 -1.870 1.695 0.77
C 0.343 -2.639 2.078 -0.38
C 0.242 -3.731 2.888 -0.57
N -0.937 -4.172 3.441 -0.81
H -3.734 -3.041 4.018 0.24
H -3.096 -4.553 4.254 0.32
H -2.818 -1.778 1.994 0.12
H 1.319 -2.362 1.695 0.08
H 1.137 -4.291 3.134 0.36
C 3.970 0.272 2.555 -2.05
C 3.028 0.518 1.386 0.48
O 3.413 1.234 0.457 -0.58
O 1.871 -0.041 1.456 0.26
H 4.910 0.787 2.373 0.36
H 4.145 -0.800 2.673 0.39
H 3.533 0.630 3.483 0.46
O -0.602 -1.494 -1.736 -0.73
C 4.961 -0.006 -4.064 -1.06
N 3.708 -0.492 -3.517 0.04
C 2.500 -0.333 -4.273 -0.76
C 1.457 -0.196 -3.180 -0.08
O 0.296 -0.150 -3.444 -0.20
N 2.106 -0.146 -1.884 0.43
C 3.382 -0.329 -2.186 0.00
N 4.443 -0.442 -1.360 -0.29
H 5.004 -0.309 -5.109 0.41
H 5.822 -0.436 -3.558 0.30
H 5.035 1.085 -4.004 0.33
H 2.281 -1.206 -4.889 0.26
H 2.488 0.570 -4.890 0.31
H 4.262 -0.418 -0.376 0.05
H 5.115 -1.129 -1.659 0.31
```

Results
- multiplicity = 1
- HOMO energy (spin up / spin down) (eV) = -2.22 / -1.77
- charge = -1
- Kohn-Sham gap (spin up / spin down) (eV) = 4.1 / 3.7
- energy relative to the best compared isomer or geometry (same formula, charge and spin) (kJ/mol) = 418.89

---

# 4
Below is one molecule with the formula C10H8F2O3 in a non-equilibrium geometry, with properties calculated with ωB97M-V/def2-TZVPD.

```
23
Properties=species:S:1:pos:R:3:nbo_charge:R:1
C 2.753 0.867 -0.122 -0.20
C 2.023 0.224 -1.108 -0.20
C 2.152 1.196 1.081 -0.20
C 0.692 -0.086 -0.899 -0.21
C 0.820 0.893 1.300 -0.21
C 0.089 0.248 0.310 -0.04
C -3.803 0.523 -0.345 0.73
C -3.027 -1.674 0.366 0.22
C -2.382 0.963 -0.578 0.07
C -1.345 -0.083 0.527 0.62
O -4.746 1.250 -0.302 -0.51
O -3.962 -0.827 -0.266 -0.52
O -1.684 -1.358 0.149 -0.52
F -2.170 2.270 -0.325 -0.32
F -1.775 0.187 1.789 -0.35
H 3.792 1.107 -0.294 0.22
H 2.497 -0.035 -2.045 0.22
H 2.723 1.688 1.852 0.22
H 0.121 -0.599 -1.656 0.22
H 0.349 1.152 2.235 0.23
H -3.252 -1.683 1.445 0.17
H -3.180 -2.670 -0.058 0.19
H -2.015 0.711 -1.576 0.19
```

Results
- multiplicity = 1
- HOMO energy (eV) = -9.66
- Kohn-Sham gap (eV) = 10.2
- energy relative to the best compared isomer or geometry (same formula, charge and spin) (kJ/mol) = 0.00

---

# 5
Below is a 2-piece molecular cluster, C25H28BrO7 overall in a non-equilibrium geometry, with properties calculated with ωB97M-V/def2-TZVPD.

```
61
Properties=species:S:1:pos:R:3:nbo_charge:R:1
C -3.783 0.740 -3.060 -0.62
C -2.535 1.540 -2.842 -0.09
O -1.486 0.621 -2.483 -0.53
C -0.264 1.197 -2.462 0.79
C 0.753 0.222 -1.920 -0.52
C 2.049 0.335 -2.556 0.08
C 2.634 1.604 -2.827 -0.26
C 3.945 1.724 -3.269 -0.22
C 4.692 0.586 -3.594 -0.16
Br 6.513 0.744 -4.006 0.01
C 4.111 -0.681 -3.420 -0.24
C 2.811 -0.808 -2.941 -0.24
O -0.088 2.348 -2.818 -0.67
H -4.675 1.352 -2.922 0.20
H -3.818 0.356 -4.081 0.19
H -3.843 -0.108 -2.379 0.22
H -2.284 2.116 -3.739 0.18
H -2.655 2.222 -2.000 0.21
H 0.358 -0.799 -1.882 0.21
H 2.019 2.494 -2.720 0.25
H 4.402 2.704 -3.341 0.21
H 4.700 -1.570 -3.627 0.21
H 2.357 -1.800 -2.882 0.20
C -4.429 2.550 3.000 -0.62
C -3.595 2.649 1.753 -0.07
O -2.681 1.515 1.718 -0.53
C -1.751 1.556 0.740 0.80
C -0.812 0.386 0.740 -0.44
C 0.414 0.492 0.145 -0.10
C 1.531 -0.331 0.676 0.03
C 1.611 -1.679 0.320 -0.18
C 2.610 -2.492 0.804 -0.25
C 3.511 -2.000 1.772 0.29
O 4.422 -2.891 2.260 -0.51
C 5.326 -2.472 3.315 -0.25
C 3.432 -0.639 2.160 -0.32
C 2.462 0.178 1.591 -0.19
C -1.296 -0.804 1.513 0.80
O -0.625 -1.481 2.284 -0.64
O -2.621 -1.010 1.327 -0.52
C -3.091 -2.175 2.030 -0.07
C -4.573 -2.280 1.792 -0.62
O -1.638 2.480 -0.061 -0.67
H -5.181 3.340 2.999 0.20
H -4.953 1.596 3.081 0.21
H -3.811 2.696 3.888 0.21
H -4.227 2.623 0.854 0.18
H -3.006 3.575 1.753 0.19
H 0.629 1.442 -0.363 0.26
H 0.842 -2.105 -0.318 0.21
H 2.709 -3.526 0.487 0.21
H 5.940 -3.355 3.494 0.19
H 5.962 -1.634 2.993 0.18
H 4.779 -2.208 4.233 0.18
H 4.125 -0.241 2.906 0.21
H 2.357 1.206 1.931 0.21
H -2.566 -3.050 1.622 0.18
H -2.860 -2.084 3.103 0.19
H -4.910 -3.255 2.158 0.20
H -5.126 -1.508 2.345 0.20
H -4.822 -2.202 0.725 0.21
```

Results
- multiplicity = 1
- HOMO energy (eV) = -3.33
- charge = -1
- Kohn-Sham gap (eV) = 6.0
- energy relative to the best compared isomer or geometry (same formula, charge and spin) (kJ/mol) = 33.94

---

# 6
Below is a 10-piece molecular cluster, C16H52O11 overall in a non-equilibrium geometry, with properties calculated with ωB97M-V/def2-TZVPD.

```
79
Properties=species:S:1:pos:R:3:mulliken_charge:R:1
C -19.962 15.770 8.541 -0.40
O -21.285 15.456 8.235 -0.53
H -19.313 14.898 8.459 0.09
H -19.619 16.628 7.963 0.22
H -19.764 15.979 9.592 0.31
H -21.915 15.848 8.844 0.31
C -14.853 16.075 9.164 -0.49
O -16.280 15.862 9.230 -0.47
H -14.352 15.107 9.182 0.00
H -14.615 16.509 8.193 0.23
H -14.356 16.781 9.829 0.44
H -16.576 16.774 9.185 0.25
C -19.312 12.621 3.654 -0.61
O -18.101 13.011 3.116 -0.42
H -19.047 11.759 4.267 0.20
H -19.705 13.471 4.212 0.27
H -20.066 12.245 2.963 0.33
H -18.277 13.759 2.540 0.24
C -13.863 12.016 9.986 -0.35
O -12.791 11.541 9.232 -0.57
H -14.768 12.203 9.409 0.05
H -14.142 11.257 10.717 0.30
H -13.657 13.016 10.368 0.20
H -12.670 12.205 8.550 0.34
C -17.350 17.908 3.417 -0.55
C -16.540 16.758 3.797 0.10
O -15.783 16.279 2.774 -0.53
O -18.535 17.430 2.667 -0.53
H -16.912 18.622 2.719 0.26
H -17.597 18.478 4.313 0.33
H -17.241 16.010 4.167 0.06
H -15.906 17.028 4.641 0.24
H -16.286 15.643 2.261 0.31
H -19.315 17.569 3.209 0.30
C -13.096 12.780 2.935 -0.54
C -12.072 13.544 1.997 -0.39
O -10.934 12.769 1.683 -0.54
H -14.092 13.197 3.084 0.19
H -12.837 12.716 3.992 0.02
H -13.223 11.755 2.586 0.34
H -11.806 14.533 2.371 0.26
H -12.554 13.860 1.072 0.35
H -10.489 12.562 2.508 0.31
C -15.990 12.485 5.933 -0.88
C -16.617 13.739 6.509 -0.01
O -16.655 13.635 7.894 -0.27
H -16.446 11.575 6.322 0.27
H -14.900 12.459 5.915 0.17
H -16.207 12.585 4.870 0.19
H -17.594 14.060 6.149 0.33
H -15.951 14.560 6.243 0.09
H -16.729 14.528 8.239 0.15
C -16.419 9.335 3.648 -0.53
C -15.483 8.196 3.699 -0.44
O -15.517 7.743 5.024 -0.50
H -16.165 9.810 2.701 0.33
H -16.265 10.048 4.458 -0.07
H -17.453 8.993 3.608 0.35
H -14.431 8.394 3.495 0.36
H -15.829 7.321 3.149 0.21
H -14.591 7.720 5.274 0.30
C -11.219 13.986 5.823 -1.19
C -12.133 14.359 6.899 0.28
O -11.748 13.643 7.967 -0.53
H -10.300 14.532 6.039 0.48
H -11.693 14.479 4.974 0.25
H -11.196 12.908 5.665 0.20
H -13.130 14.137 6.519 -0.06
H -11.997 15.411 7.151 0.30
H -10.932 13.962 8.359 0.28
C -17.536 8.757 10.829 -1.17
C -18.024 9.827 9.797 0.04
O -17.721 11.089 10.373 -0.54
H -16.520 8.857 11.212 0.28
H -17.725 7.741 10.482 0.35
H -18.093 8.837 11.762 0.30
H -19.027 9.610 9.430 0.28
H -17.301 9.731 8.986 0.15
H -17.629 11.686 9.627 0.28
```

Results
- multiplicity = 1
- HOMO energy (eV) = -9.30
- Kohn-Sham gap (eV) = 9.4
- energy relative to the best compared isomer or geometry (same formula, charge and spin) (kJ/mol) = 414.90